No. 1
The following is a quantum chemistry calculation of one molecule with the formula C5H11NO, from the Open Molecules 2025 dataset.

## Properties
* HOMO-LUMO gap: 10.1 eV
* HOMO energy: -0.3388 Eh
* SMILES string: C=CC[C@H](N)CO
* E: -327.059969 Ha
* relative energy (zero: lowest compared OMol25 entry of this formula, charge and spin): 44.8 kcal/mol

Each atom is followed by the atoms it is bonded to, with distances in Å.
Cartesian coordinates (Å):
1 C 0.361 1.017 -2.168  C2 1.318, H8 1.087, H9 1.088
2 C -0.545 0.105 -1.883  C1 1.318, C3 1.494, H10 1.087
3 C -0.697 -0.716 -0.644  C2 1.494, C4 1.519, H11 1.093, H12 1.098
4 C 0.331 -0.538 0.460  C3 1.519, N5 1.463, C6 1.539, H13 1.085
5 N 0.381 -1.742 1.290  C4 1.463, H14 1.010, H15 1.012
6 C -0.073 0.695 1.286  C4 1.539, O7 1.409, H16 1.090, H17 1.096
7 O 0.969 1.229 2.069  C6 1.409, H18 0.962
8 H 0.570 1.455 -3.141  C1 1.087
9 H 1.197 1.276 -1.521  C1 1.088
10 H -1.302 -0.144 -2.622  C2 1.087
11 H -0.696 -1.772 -0.925  C3 1.093
12 H -1.703 -0.538 -0.240  C3 1.098
13 H 1.309 -0.399 0.010  C4 1.085
14 H 0.539 -1.513 2.261  N5 1.010
15 H -0.482 -2.270 1.253  N5 1.012
16 H -0.619 1.469 0.747  C6 1.090
17 H -0.797 0.288 2.001  C6 1.096
18 H 1.257 2.096 1.768  O7 0.962



No. 2
The following is a quantum chemistry calculation of a 2-piece molecular cluster, C8H9N2O3 overall, from the Open Molecules 2025 dataset.

## Properties
* HOMO-LUMO gap: 8.6 eV
* HOMO energy: -0.5182 Eh
* E: -645.032968 Ha
* net charge: +1
* relative energy (zero: lowest compared OMol25 entry of this formula, charge and spin): 6.6 kcal/mol

Each atom is followed by the atoms it is bonded to, with distances in Å.
Cartesian coordinates (Å):
1 C -1.785 0.961 -0.151  C4 1.347, C5 1.415, H14 1.077
2 C 0.515 1.061 0.293  C4 1.332, C6 1.410, H15 1.131
3 C -0.589 -1.058 0.501  C5 1.398, C6 1.391, H16 1.041
4 C -0.632 1.649 -0.047  C1 1.347, C2 1.332, C8 1.519
5 C -1.781 -0.426 0.132  C1 1.415, C3 1.398, N9 1.474
6 C 0.591 -0.323 0.552  C2 1.410, C3 1.391, N10 1.327
7 C 2.603 -1.641 1.185  N10 1.175, H18 1.020
8 C -0.614 3.152 -0.261  C4 1.519, H19 1.070, H20 1.006, H21 1.160
9 N -3.027 -1.207 0.226  C5 1.474, O11 1.203, O12 1.199
10 N 1.740 -0.914 0.855  C6 1.327, C7 1.175
11 O -4.053 -0.677 -0.112  N9 1.203
12 O -2.987 -2.295 0.727  N9 1.199
13 O 3.405 -2.750 -1.234  H17 0.987, H22 0.934
14 H -2.678 1.458 -0.492  C1 1.077
15 H 1.462 1.645 0.091  C2 1.131
16 H -0.567 -2.077 0.712  C3 1.041
17 H 3.211 -1.835 -1.549  O13 0.987
18 H 3.473 -2.172 1.204  C7 1.020
19 H -0.675 3.408 0.776  C8 1.070
20 H 0.245 3.535 -0.619  C8 1.006
21 H -1.546 3.638 -0.751  C8 1.160
22 H 3.689 -3.133 -2.038  O13 0.934



No. 3
The following is a quantum chemistry calculation of one molecule with the formula C3H2ClNO, from the Open Molecules 2025 dataset.

## Properties
* HOMO-LUMO gap: 10.9 eV
* HOMO energy: -0.4141 Eh
* SMILES string: N#CC(=O)CCl
* E: -705.640555 Ha
* relative energy (zero: lowest compared OMol25 entry of this formula, charge and spin): 27.3 kcal/mol

Each atom is followed by the atoms it is bonded to, with distances in Å.
Cartesian coordinates (Å):
1 N 1.683 -1.168 2.426  C2 1.177
2 C 1.038 -0.792 1.516  N1 1.177, C3 1.489
3 C 0.335 -0.518 0.232  C2 1.489, O4 1.172, C5 1.523
4 O 0.896 -0.998 -0.679  C3 1.172
5 C -0.777 0.519 0.141  C3 1.523, Cl6 1.759, H7 1.260, H8 1.083
6 Cl -1.218 1.152 -1.439  C5 1.759
7 H -0.192 1.274 0.961  C5 1.260
8 H -1.628 0.046 0.615  C5 1.083



No. 4
The following is a quantum chemistry calculation of a 2-piece molecular cluster, C4H11N2O2 overall, from the Open Molecules 2025 dataset.

## Properties
* HOMO-LUMO gap: 8.4 eV
* HOMO energy: -0.1545 Eh
* E: -419.067032 Ha
* net charge: -1
* relative energy (zero: lowest compared OMol25 entry of this formula, charge and spin): 15.1 kcal/mol

Each atom is followed by the atoms it is bonded to, with distances in Å.
Cartesian coordinates (Å):
1 C -1.404 -1.300 -1.952  C2 1.525, H5 1.097, H6 1.089, H7 1.096
2 C -0.428 -0.588 -1.021  C1 1.525, N3 1.484, H8 1.089, H9 1.084
3 N -0.088 0.709 -1.658  C2 1.484, C4 1.459, H10 1.015
4 C 1.169 1.246 -1.145  N3 1.459, H11 1.091, H12 1.102, H13 1.093
5 H -1.668 -2.281 -1.540  C1 1.097
6 H -0.958 -1.429 -2.938  C1 1.089
7 H -2.338 -0.734 -2.035  C1 1.096
8 H 0.504 -1.140 -0.906  C2 1.089
9 H -0.829 -0.440 -0.026  C2 1.084
10 H -0.810 1.373 -1.399  N3 1.015
11 H 1.316 2.284 -1.445  C4 1.091
12 H 1.226 1.227 -0.045  C4 1.102
13 H 1.984 0.642 -1.552  C4 1.093
14 N 0.783 0.305 3.562  C15 1.429, H18 1.005, H19 1.003
15 C 0.153 0.004 2.315  N14 1.429, O16 1.251, O17 1.256
16 O -0.751 0.786 1.945  C15 1.251
17 O 0.616 -1.000 1.720  C15 1.256
18 H 0.222 0.820 4.217  N14 1.005
19 H 1.300 -0.483 3.904  N14 1.003



Question: HOMO energy of number 2 (C8H9N2O3)?
Answer: -0.5182 Eh



Question: Among the records above, which one has the highest E?
Answer: C5H11NO